Record 1
The following is a DFT calculation (wB97M-V/def2-TZVPD) of C27H24Cl2I2N6OSTi as an isolated structure.

Computed properties:
F_max = 0.014 hartree/bohr
LUMO (spin up / spin down) = -0.10 / -0.10 eV
HOMO-LUMO gap (spin up / spin down) = 5.961 / 5.959 eV

Element x y z (Å)
Ti: -0.21 0.34 -0.91
I: -4.06 -5.62 -3.92
C: -3.23 -3.81 -3.30
C: -4.05 -2.73 -3.05
C: -3.50 -1.52 -2.63
I: -4.74 0.07 -2.18
C: -2.11 -1.38 -2.48
O: -1.60 -0.22 -2.12
C: -1.29 -2.50 -2.71
C: 0.20 -2.38 -2.53
N: 0.56 -1.81 -1.21
C: 0.24 -2.74 -0.12
C: -0.41 -2.07 1.06
C: -0.43 -2.68 2.31
C: -1.17 -2.10 3.32
C: -1.88 -0.94 3.06
C: -1.77 -0.37 1.80
N: -1.04 -0.91 0.82
C: -1.86 -3.69 -3.12
H: -5.13 -2.81 -3.16
H: 0.65 -3.36 -2.65
H: 0.62 -1.71 -3.28
H: 1.56 -1.63 -1.19
H: -0.50 -3.46 -0.49
H: 1.11 -3.32 0.20
H: 0.12 -3.59 2.47
H: -1.21 -2.55 4.30
H: -2.49 -0.46 3.81
H: -2.27 0.56 1.57
H: -1.21 -4.55 -3.29
N: 3.97 -0.14 -2.40
C: 2.81 0.27 -1.77
S: 1.46 0.74 -2.76
N: 2.79 0.23 -0.47
N: 1.55 0.62 -0.01
C: 1.48 1.29 1.17
C: 2.63 1.37 2.10
C: 3.14 2.61 2.49
C: 4.21 2.68 3.37
C: 4.79 1.53 3.86
C: 4.30 0.29 3.46
C: 3.23 0.21 2.59
C: 0.28 1.97 1.35
C: -0.10 2.66 2.55
C: -1.27 3.34 2.60
C: -2.13 3.34 1.46
C: -1.78 2.62 0.37
N: -0.61 1.90 0.28
H: 4.07 0.20 -3.35
H: 4.80 -0.07 -1.83
H: 2.69 3.51 2.09
H: 4.60 3.65 3.66
H: 5.63 1.58 4.54
H: 4.75 -0.62 3.84
H: 2.85 -0.75 2.28
H: 0.57 2.62 3.39
H: -1.57 3.86 3.50
H: -3.06 3.89 1.46
H: -2.42 2.55 -0.50
Cl: -2.49 3.21 -5.63
C: -2.64 3.22 -3.86
Cl: -1.09 2.97 -3.05
H: -3.30 2.41 -3.58
H: -3.03 4.18 -3.56


Record 2
The following is a DFT calculation (wB97M-V/def2-TZVPD) of C27H24Cl2I2N6OSTi as an isolated structure in a non-equilibrium geometry.

Computed properties:
F_max = 0.070 hartree/bohr
LUMO (spin up / spin down) = 0.07 / -0.27 eV
HOMO-LUMO gap (spin up / spin down) = 5.577 / 6.944 eV
multiplicity = 3

Element x y z (Å)
Ti: 0.12 0.20 0.03
I: -4.15 2.52 5.47
C: -3.24 2.13 3.60
C: -3.90 1.36 2.66
C: -3.26 1.11 1.47
I: -4.10 -0.10 -0.04
C: -1.97 1.58 1.19
O: -1.39 1.31 0.07
C: -1.33 2.38 2.17
C: 0.04 2.88 1.83
N: 0.98 1.77 1.61
C: 1.29 1.06 2.85
C: 0.31 -0.08 3.01
C: 0.11 -0.69 4.23
C: -0.77 -1.77 4.33
C: -1.49 -2.12 3.19
C: -1.28 -1.43 2.02
N: -0.34 -0.45 1.88
C: -1.98 2.65 3.36
H: -4.89 0.97 2.84
H: 0.00 3.44 0.88
H: 0.41 3.54 2.62
H: 1.84 2.16 1.21
H: 1.22 1.73 3.72
H: 2.31 0.68 2.81
H: 0.64 -0.34 5.10
H: -0.91 -2.29 5.26
H: -2.23 -2.91 3.21
H: -1.85 -1.67 1.13
H: -1.49 3.27 4.10
N: -0.32 3.14 -3.13
C: -0.08 2.03 -2.38
S: 1.28 2.06 -1.31
N: -0.78 0.96 -2.60
N: -0.48 -0.09 -1.82
C: -0.88 -1.29 -2.23
C: -1.53 -1.47 -3.54
C: -0.78 -1.21 -4.69
C: -1.37 -1.30 -5.94
C: -2.71 -1.63 -6.05
C: -3.45 -1.88 -4.92
C: -2.87 -1.80 -3.67
C: -0.51 -2.33 -1.35
C: -0.77 -3.70 -1.58
C: -0.31 -4.63 -0.71
C: 0.47 -4.20 0.39
C: 0.69 -2.86 0.56
N: 0.22 -1.91 -0.26
H: 0.10 4.00 -2.83
H: -1.20 3.18 -3.62
H: 0.25 -0.92 -4.59
H: -0.78 -1.10 -6.82
H: -3.18 -1.67 -7.02
H: -4.50 -2.13 -5.01
H: -3.47 -1.96 -2.78
H: -1.34 -3.96 -2.46
H: -0.51 -5.68 -0.85
H: 0.88 -4.91 1.09
H: 1.28 -2.52 1.41
Cl: 4.48 1.36 1.03
C: 4.36 0.13 -0.22
Cl: 2.73 -0.62 -0.17
H: 5.10 -0.64 -0.02
H: 4.50 0.60 -1.19


Record 3
The following is a DFT calculation (wB97M-V/def2-TZVPD) of C27H24ClEuN4OS3Si as an isolated structure in a non-equilibrium geometry.

Computed properties:
F_max = 0.052 hartree/bohr
LUMO (spin up / spin down) = 1.65 / 1.65 eV
HOMO-LUMO gap (spin up / spin down) = 5.517 / 5.475 eV
net charge = -1
multiplicity = 8

Element x y z (Å)
Eu: 16.05 8.59 10.13
Cl: 12.96 4.81 16.43
C: 13.46 5.43 14.87
C: 12.69 5.34 13.70
C: 13.02 5.94 12.50
C: 14.23 6.70 12.42
O: 14.46 7.39 11.35
C: 15.03 6.70 13.62
C: 16.40 7.13 13.57
N: 17.13 7.36 12.49
C: 18.50 7.47 12.78
C: 19.16 6.75 13.75
C: 20.60 6.82 13.88
C: 21.32 7.56 12.97
C: 20.66 8.31 11.97
C: 21.39 9.10 11.00
C: 20.69 9.62 9.94
C: 19.28 9.55 9.97
N: 18.57 8.85 10.79
C: 19.26 8.24 11.83
C: 14.62 6.16 14.84
H: 11.87 4.69 13.66
H: 12.40 5.83 11.60
H: 16.90 7.27 14.56
H: 18.51 6.04 14.28
H: 21.17 6.25 14.58
H: 22.42 7.55 12.98
H: 22.51 9.10 11.07
H: 21.17 10.12 9.13
H: 18.68 10.06 9.15
H: 15.29 6.17 15.75
C: 18.17 5.79 7.96
Si: 17.08 7.31 7.31
C: 15.92 6.37 6.03
C: 18.27 8.25 6.15
H: 18.77 5.23 7.19
H: 17.63 5.03 8.53
H: 18.90 6.27 8.64
H: 16.43 6.03 5.15
H: 15.20 7.15 5.75
H: 15.30 5.64 6.55
H: 18.53 7.61 5.28
H: 19.20 8.53 6.67
H: 17.84 9.16 5.74
S: 12.21 15.04 10.13
C: 13.25 13.81 10.11
S: 15.01 13.93 10.31
C: 15.19 12.16 10.20
N: 14.07 11.58 10.01
N: 13.02 12.47 9.92
C: 11.65 12.07 9.91
C: 11.00 11.94 11.12
C: 9.63 11.72 11.14
C: 8.93 11.65 9.94
C: 9.57 11.78 8.72
C: 10.96 11.95 8.71
S: 16.73 11.45 10.46
H: 11.56 12.00 12.03
H: 9.11 11.49 12.03
H: 7.85 11.41 9.99
H: 8.98 11.80 7.80
H: 11.55 12.08 7.79


Record 4
The following is a DFT calculation (wB97M-V/def2-TZVPD) of C27H24N3OPdS3 as an isolated structure in a non-equilibrium geometry.

Computed properties:
F_max = 0.031 hartree/bohr
LUMO (spin up / spin down) = -4.18 / -4.17 eV
HOMO-LUMO gap (spin up / spin down) = 6.765 / 6.765 eV
net charge = +1

Element x y z (Å)
Pd: -1.31 -0.96 0.45
S: -3.15 -2.50 1.21
C: -2.24 -2.16 2.61
N: -1.19 -1.40 2.47
C: -0.51 -1.17 3.65
C: 0.65 -0.42 3.79
C: 1.20 -0.29 5.05
C: 0.59 -0.90 6.16
C: -0.55 -1.66 6.02
C: -1.10 -1.80 4.75
S: -2.52 -2.69 4.24
H: 1.10 0.04 2.91
H: 2.11 0.28 5.19
H: 1.04 -0.77 7.13
H: -1.01 -2.13 6.88
S: 4.34 2.36 1.40
C: 2.78 1.62 0.96
C: 1.59 2.23 1.34
C: 0.39 1.64 0.97
N: 0.34 0.52 0.25
C: 1.49 -0.06 -0.13
C: 2.73 0.45 0.21
C: 4.72 1.36 2.84
C: 4.32 1.80 4.10
C: 4.68 1.03 5.20
N: 5.38 -0.10 5.10
C: 5.75 -0.51 3.89
C: 5.45 0.19 2.73
H: 1.60 3.14 1.93
H: -0.56 2.07 1.25
H: 1.40 -0.96 -0.72
H: 3.63 -0.05 -0.09
H: 3.76 2.72 4.22
H: 4.41 1.33 6.20
H: 6.33 -1.42 3.86
H: 5.79 -0.17 1.76
C: -3.60 1.30 -7.54
C: -3.21 0.67 -6.24
C: -3.30 -0.70 -6.05
C: -2.94 -1.30 -4.86
C: -3.07 -2.80 -4.73
C: -2.45 -0.49 -3.80
C: -2.07 -1.14 -2.58
O: -1.53 -0.58 -1.62
C: -2.36 0.92 -3.98
C: -1.87 1.85 -2.90
C: -2.74 1.46 -5.19
H: -3.92 0.56 -8.27
H: -2.75 1.85 -7.96
H: -4.40 2.02 -7.39
H: -3.67 -1.32 -6.86
H: -3.49 -3.21 -5.64
H: -3.73 -3.07 -3.91
H: -2.10 -3.27 -4.57
H: -2.27 -2.21 -2.53
H: -0.85 1.60 -2.61
H: -2.49 1.75 -2.00
H: -1.91 2.88 -3.24
H: -2.68 2.54 -5.33


Record 5
The following is a DFT calculation (wB97M-V/def2-TZVPD) of C27H24N4O2PPdS4Sb as an isolated structure in a non-equilibrium geometry.

Computed properties:
F_max = 0.028 hartree/bohr
LUMO (spin up / spin down) = 3.99 / 3.99 eV
HOMO-LUMO gap (spin up / spin down) = 5.541 / 5.539 eV
net charge = -2

Element x y z (Å)
Pd: 0.28 -0.04 -0.01
C: -2.44 -0.85 2.95
C: -1.14 -0.13 3.31
C: 0.07 -1.03 3.09
C: -0.99 1.21 2.59
C: -2.10 2.21 2.92
O: -2.78 2.45 1.67
C: -2.05 1.85 0.71
N: -1.07 1.16 1.10
C: -2.48 2.23 -0.69
C: -3.51 3.18 -0.73
C: -3.97 3.70 -1.92
C: -3.39 3.29 -3.11
C: -2.38 2.35 -3.07
C: -1.91 1.78 -1.88
P: -0.47 0.59 -2.08
C: -0.98 -0.41 -3.52
C: -2.32 -0.68 -3.80
C: -2.67 -1.49 -4.87
C: -1.68 -2.07 -5.66
C: -0.35 -1.83 -5.37
C: 0.00 -1.01 -4.31
C: 0.69 1.83 -2.88
C: 0.85 2.05 -4.25
C: 1.75 2.99 -4.73
C: 2.51 3.75 -3.85
C: 2.36 3.55 -2.48
C: 1.46 2.60 -2.01
H: -2.55 -1.74 3.58
H: -2.41 -1.19 1.91
H: -3.32 -0.23 3.09
H: -1.17 0.16 4.37
H: 0.19 -1.25 2.04
H: -0.05 -2.00 3.58
H: 0.99 -0.55 3.44
H: -0.01 1.63 2.83
H: -1.72 3.16 3.29
H: -2.82 1.81 3.63
H: -3.94 3.51 0.20
H: -4.77 4.44 -1.92
H: -3.73 3.69 -4.06
H: -1.94 2.03 -4.00
H: -3.10 -0.28 -3.17
H: -3.72 -1.70 -5.06
H: -1.95 -2.74 -6.47
H: 0.43 -2.32 -5.94
H: 1.04 -0.85 -4.07
H: 0.27 1.46 -4.95
H: 1.86 3.13 -5.80
H: 3.22 4.47 -4.22
H: 2.95 4.11 -1.77
H: 1.38 2.42 -0.94
S: 0.19 -4.42 -2.75
Sb: 0.27 -3.03 -0.93
S: 1.77 -1.17 -1.40
S: -1.78 -1.85 -0.63
S: 0.88 -4.04 1.02
O: 1.79 1.01 1.44
N: 3.00 1.30 1.22
C: 3.46 2.32 1.96
C: 2.59 2.99 2.89
N: 1.90 3.53 3.64
C: 4.81 2.76 1.79
N: 5.90 3.14 1.67


Record 6
The following is a DFT calculation (wB97M-V/def2-TZVPD) of an isolated molecule of C27H25BrN2O3.

Computed properties:
F_max = 0.013 hartree/bohr
LUMO = 0.62 eV
HOMO-LUMO gap = 9.250 eV
SMILES = O=C1c2cccc(OCC(=O)N3CCCc4ccccc43)c2CCN1Cc1ccc(Br)cc1

Element x y z (Å)
O: 2.52 0.45 2.71
C: 2.34 0.78 1.55
C: 2.36 -0.21 0.44
C: 3.00 -1.43 0.62
C: 2.94 -2.39 -0.37
C: 2.20 -2.16 -1.52
C: 1.53 -0.96 -1.69
O: 0.73 -0.66 -2.76
C: 0.41 -1.68 -3.67
C: -0.21 -2.94 -3.07
O: 0.02 -4.03 -3.57
N: -0.94 -2.83 -1.93
C: -1.21 -4.09 -1.23
C: -1.48 -3.88 0.26
C: -0.73 -2.64 0.77
C: -1.30 -1.48 0.01
C: -1.78 -0.33 0.62
C: -2.40 0.65 -0.14
C: -2.55 0.47 -1.51
C: -2.08 -0.67 -2.12
C: -1.43 -1.64 -1.37
C: 1.65 0.04 -0.73
C: 1.01 1.39 -0.91
C: 1.87 2.43 -0.20
N: 2.07 2.06 1.19
C: 1.87 3.07 2.21
C: 0.40 3.35 2.36
C: -0.43 2.37 2.89
C: -1.80 2.56 2.97
C: -2.34 3.75 2.51
Br: -4.22 4.02 2.60
C: -1.53 4.75 1.99
C: -0.17 4.54 1.91
H: 3.54 -1.60 1.54
H: 3.45 -3.33 -0.25
H: 2.15 -2.94 -2.26
H: 1.30 -2.01 -4.23
H: -0.28 -1.23 -4.39
H: -2.06 -4.59 -1.71
H: -0.33 -4.72 -1.37
H: -1.18 -4.77 0.81
H: -2.55 -3.72 0.43
H: -0.86 -2.51 1.84
H: 0.34 -2.75 0.56
H: -1.68 -0.21 1.68
H: -2.77 1.55 0.33
H: -3.06 1.23 -2.09
H: -2.23 -0.82 -3.18
H: 0.00 1.38 -0.48
H: 0.92 1.62 -1.97
H: 2.85 2.50 -0.70
H: 1.39 3.41 -0.23
H: 2.27 2.65 3.14
H: 2.42 3.97 1.94
H: 0.01 1.44 3.24
H: -2.44 1.80 3.39
H: -1.97 5.67 1.64
H: 0.47 5.32 1.50